{
  "formula": "C21H29N2O2",
  "method": "ωB97M-V/def2-TZVPD",
  "charge": 1,
  "smiles": "Cc1cccc(C)c1OC[C@H](O)CN1CC[NH+](c2ccccc2)CC1",
  "de_lowest_ev": 1.137,
  "e_tot_ha": -1077.36271,
  "gap_ev": 9.2,
  "species": ["C", "C", "C", "C", "C", "C", "C", "O", "C", "C", "H", "O", "H", "C", "N", "C", "H", "H", "C", "N", "C", "C", "C", "C", "C", "C", "H", "H", "H", "H", "H", "C", "H", "H", "C", "H", "H", "H", "H", "H", "H", "H", "H", "H", "C", "H", "H", "H", "H", "H", "H", "H", "H", "H"],
  "positions_angstrom": [[0.424637, 2.432691, 2.276785], [0.581296, 3.582681, 1.324610], [0.823595, 4.862718, 1.804127], [0.972000, 5.927041, 0.934730], [0.867413, 5.727519, -0.429102], [0.626203, 4.462113, -0.946648], [0.492821, 3.399208, -0.054183], [0.231726, 2.116283, -0.559459], [1.390108, 1.354677, -0.838314], [0.924763, 0.170228, -1.699371], [0.731381, 0.547205, -2.712656], [-0.309243, -0.310655, -1.178247], [-0.761025, 0.490055, -0.859450], [1.986437, -0.966205, -1.782507], [1.764241, -2.107286, -0.948362], [1.270081, -3.354721, -1.441828], [1.332741, -3.379909, -2.528088], [1.897989, -4.166339, -1.052297], [-0.198016, -3.580946, -0.991420], [-0.475920, -2.654408, 0.131142], [-1.817211, -2.845542, 0.674280], [-2.823636, -1.983838, 0.266748], [-4.109555, -2.157764, 0.750132], [-4.385351, -3.188063, 1.633775], [-3.376307, -4.048983, 2.031742], [-2.087547, -3.884379, 1.551259], [-1.310568, -4.563334, 1.865293], [-3.588939, -4.854401, 2.716431], [-5.386835, -3.321932, 2.010147], [-4.893495, -1.487926, 0.434767], [-2.606123, -1.187675, -0.428947], [0.620086, -2.708410, 1.120879], [0.310887, -2.182270, 2.024951], [0.822259, -3.749714, 1.374937], [1.865878, -2.048492, 0.484831], [1.944151, -1.007687, 0.796197], [2.765683, -2.573719, 0.839191], [-0.417747, -1.690074, -0.311487], [-0.902853, -3.352360, -1.791922], [-0.361303, -4.608621, -0.662909], [2.960436, -0.520108, -1.549100], [2.030319, -1.324162, -2.810873], [1.847951, 1.011198, 0.100768], [2.133692, 1.943094, -1.385337], [0.516200, 4.250591, -2.426648], [1.504663, 4.103737, -2.864141], [0.069940, 5.121599, -2.899010], [-0.093141, 3.377584, -2.648840], [0.971807, 6.560271, -1.107826], [1.161366, 6.916149, 1.321735], [0.894277, 5.019541, 2.869854], [-0.057804, 2.766289, 3.191886], [-0.175962, 1.640822, 1.833478], [1.401555, 2.026629, 2.544296]],
  "forces_ev_per_a": [[0.023, 0.008, -0.070], [-0.072, -0.184, -0.124], [0.008, -0.028, -0.098], [0.017, 0.057, 0.026], [0.008, -0.092, 0.059], [-0.074, -0.223, -0.010], [0.040, 0.234, 0.147], [0.009, 0.339, 0.003], [0.050, -0.387, -0.084], [0.480, 0.413, -0.174], [0.048, -0.019, 0.131], [-0.109, -0.060, 0.131], [-0.105, -0.021, -0.001], [-0.213, 0.297, -0.037], [-0.041, 0.027, 0.064], [-0.023, -0.132, 0.059], [-0.003, -0.061, 0.030], [-0.068, -0.045, -0.097], [0.349, -0.387, -0.640], [-0.282, 0.318, -0.127], [-0.556, -0.015, 0.238], [0.207, -0.013, -0.033], [0.009, -0.048, 0.037], [-0.011, 0.032, -0.029], [0.050, 0.014, -0.034], [0.139, 0.066, -0.072], [0.114, -0.087, 0.039], [-0.013, -0.079, 0.069], [-0.103, -0.012, 0.040], [-0.069, 0.072, -0.035], [0.013, 0.087, -0.095], [0.548, 0.114, 0.455], [-0.052, -0.092, -0.093], [-0.141, 0.037, -0.037], [0.186, -0.042, -0.053], [-0.029, -0.047, 0.050], [-0.113, 0.073, 0.100], [-0.104, -0.290, 0.201], [-0.037, 0.040, 0.139], [-0.092, 0.108, 0.079], [0.011, 0.020, -0.133], [0.078, 0.040, 0.025], [-0.031, 0.046, -0.062], [-0.034, -0.026, 0.011], [0.010, -0.065, 0.025], [0.026, -0.026, -0.101], [-0.009, 0.030, -0.078], [-0.020, 0.000, -0.093], [-0.004, 0.098, -0.086], [0.011, 0.101, 0.038], [-0.008, 0.017, 0.128], [-0.016, -0.031, 0.077], [-0.016, -0.078, 0.044], [0.014, -0.094, 0.052]],
  "mulliken_charge": [-1.569, 0.955, -0.711, -0.749, -0.654, 0.950, 0.141, -0.636, -0.602, 0.583, 0.384, -0.572, 0.436, -1.306, 0.041, -0.798, 0.343, 0.417, -0.457, 0.766, 0.580, -0.380, -0.811, -0.484, -0.886, -0.335, 0.367, 0.417, 0.413, 0.427, 0.450, -0.568, 0.468, 0.414, -0.586, 0.060, 0.454, 0.004, 0.420, 0.428, 0.451, 0.335, 0.132, 0.413, -1.534, 0.286, 0.510, 0.258, 0.451, 0.405, 0.448, 0.516, 0.227, 0.286]
}